Record 1
C5H13N2O | ωB97M-V with the def2-TZVPD basis set

Geometry as XYZ:
```
21
C5H13N2O | OMol25 | ωB97M-V with the def2-TZVPD basis set
N 2.3923 -1.3481 -0.5605
C 2.0441 0.0377 -0.9722
C 0.5546 0.2163 -1.2270
N -0.2188 -0.1003 -0.0243
C -1.3064 -1.0394 -0.2829
C -0.6544 1.1198 0.6817
C -1.5388 0.8669 1.9407
O -2.8493 1.0318 1.7022
H 1.7064 -1.9770 -0.9564
H 2.2655 -1.4050 0.4449
H 2.6660 0.2611 -1.8544
H 2.4105 0.6931 -0.1894
H 0.2947 -0.4903 -2.0112
H 0.3052 1.2327 -1.5161
H -0.8959 -2.0436 -0.4064
H -1.8177 -0.8428 -1.2396
H -2.0138 -1.0193 0.5410
H 0.2609 1.6527 0.9121
H -1.2512 1.7667 0.0054
H -1.0717 1.5562 2.7158
H -1.2821 -0.1693 2.2967
```

Computed properties:
**Highest occupied orbital energy**: -0.088 Eh
**ΔE to the lowest compared entry with this formula, charge and spin**: 29.3 kcal/mol
**Frontier orbital gap**: 6.3 eV
**Strongest force on any atom**: 1.15 eV Å⁻¹
**SMILES**: CN(CCN)CC[O-]
**Molecular weight**: 117.2 g mol⁻¹
**Total charge**: -1



Record 2
C3H5Na2O3 | ωB97M-V with the def2-TZVPD basis set

Geometry as XYZ:
```
13
C3H5Na2O3 | OMol25 | ωB97M-V with the def2-TZVPD basis set
O -0.8295 -0.9296 -0.5323
C 0.4164 -0.7682 -0.1183
C -1.5386 0.3138 -0.3582
O 1.2841 -1.6335 -0.1260
O 0.4372 0.1885 0.8196
C -0.7504 0.9947 0.7674
Na 3.4695 -2.5386 0.7570
H -2.5689 0.0730 -0.0823
H -1.4857 0.8758 -1.2979
H -1.2330 0.9258 1.7483
H -0.4484 2.0241 0.5518
Na 2.8034 1.0577 0.5955
H 0.4437 -0.5836 -2.7245
```

Computed properties:
**Highest occupied orbital energy (alpha / beta)**: -0.171 / -0.171 Eh
**ΔE to the lowest compared entry with this formula, charge and spin**: 88.3 kcal/mol
**Frontier orbital gap (alpha / beta)**: 3.8 / 3.5 eV
**Spin multiplicity**: 2
**Strongest force on any atom**: 3.20 eV Å⁻¹
**<S²>**: 0.82
**Molecular weight**: 135.0 g mol⁻¹



Record 3
C17H29N5O7 | ωB97M-V with the def2-TZVPD basis set

Geometry as XYZ:
```
58
C17H29N5O7 | OMol25 | ωB97M-V with the def2-TZVPD basis set
C -3.8903 6.5466 -0.2267
O -2.9551 5.4763 -0.2189
C -2.9158 4.7409 -1.4396
C -1.8591 3.6284 -1.3495
O -2.1328 2.8200 -0.2102
C -1.3463 1.6197 -0.0966
C -2.1447 0.3934 -0.5810
O -1.6702 -0.7364 -0.5054
N -3.3771 0.6144 -1.0522
C -4.3567 -0.4180 -1.3932
C -5.7616 0.1625 -1.7515
O -5.6945 0.9374 -2.9547
C -5.3575 0.2692 -4.1691
C -6.8638 -0.9000 -1.7975
C -7.4781 -0.9761 -0.3839
N -6.9102 0.2008 0.2913
C -6.5456 0.1433 1.5956
O -6.8589 -0.8018 2.3176
C -5.7776 1.3338 2.2018
C -5.7245 1.3709 3.7502
C -5.0926 2.6608 4.3212
N -3.6777 2.7811 3.9704
C -3.0844 3.4150 2.9009
O -3.8365 4.0443 1.9500
N -1.7830 3.3259 2.9234
N -1.4552 2.5674 4.0496
C -2.5826 2.2721 4.6286
O -2.7225 1.5413 5.7714
C -6.2870 1.1116 -0.6720
H -3.8658 7.0575 0.7362
H -3.6530 7.2802 -0.9988
H -4.9081 6.1860 -0.3852
H -3.8923 4.2964 -1.6416
H -2.6754 5.4008 -2.2753
H -1.8814 3.0308 -2.2626
H -0.8621 4.0633 -1.2614
H -0.4064 1.6804 -0.6478
H -1.0987 1.4683 0.9540
H -3.6581 1.5814 -1.1091
H -3.9744 -1.0530 -2.1930
H -4.4624 -1.0836 -0.5320
H -5.4667 0.9664 -4.9997
H -4.3223 -0.0722 -4.1738
H -6.0096 -0.5814 -4.3699
H -7.6290 -0.5936 -2.5126
H -6.4979 -1.8718 -2.1306
H -8.5585 -0.8970 -0.5187
H -7.1752 -1.9288 0.0595
H -4.7621 1.2905 1.8077
H -6.2388 2.2536 1.8424
H -6.7373 1.2756 4.1478
H -5.1840 0.4981 4.1259
H -5.6077 3.5474 3.9473
H -5.1755 2.6834 5.4094
H -3.2269 4.3425 1.2517
H -1.8310 1.2717 6.0113
H -5.5351 1.7986 -0.2853
H -7.0769 1.7078 -1.1316
```

Computed properties:
**Highest occupied orbital energy**: -0.309 Eh
**ΔE to the lowest compared entry with this formula, charge and spin**: 23.6 kcal/mol
**Frontier orbital gap**: 8.9 eV
**Strongest force on any atom**: 1.93 eV Å⁻¹
**SMILES**: COCCOCC(=O)NC[C@@]1(OC)CCN(C(=O)CCCn2c(O)nnc2O)C1
**Molecular weight**: 415.4 g mol⁻¹



Record 4
C2H7N3O | ωB97M-V with the def2-TZVPD basis set

Geometry as XYZ:
```
13
C2H7N3O | OMol25 | ωB97M-V with the def2-TZVPD basis set
C -0.7758 0.6226 0.3133
N -1.4091 -0.1333 -0.5961
C 0.9702 -0.2803 -0.3840
N 1.7613 -0.4212 0.7105
O -0.9738 0.3105 1.6097
N 1.3701 -0.5852 -1.5385
H -1.1968 -0.6334 1.6556
H -1.3343 0.2721 -1.5236
H 2.6850 -0.8167 0.5836
H 1.4983 0.0201 1.5741
H 0.6845 -0.5188 -2.2824
H -0.5899 1.6933 0.2120
H -2.6897 0.4704 -0.3342
```

Computed properties:
**Highest occupied orbital energy**: -0.287 Eh
**ΔE to the lowest compared entry with this formula, charge and spin**: 111.7 kcal/mol
**Frontier orbital gap**: 8.3 eV
**Strongest force on any atom**: 7.85 eV Å⁻¹
**Molecular weight**: 89.1 g mol⁻¹



Record 5
C6H12O | ωB97M-V with the def2-TZVPD basis set

Geometry as XYZ:
```
19
C6H12O | OMol25 | ωB97M-V with the def2-TZVPD basis set
C -0.3955 -0.1580 -2.2248
C 0.2824 0.3406 -0.9718
C 1.6009 0.5034 -0.8719
C -0.6360 0.8840 0.0816
O -1.7553 0.1630 0.5841
C -0.7611 0.5853 1.5176
C -0.0663 -0.4928 2.3102
H 0.2357 -0.8470 -2.7969
H -1.3557 -0.6508 -2.0282
H -0.5859 0.7224 -2.8451
H 0.0704 -1.7793 -0.2865
H 2.0524 0.8703 0.0458
H 2.2639 0.2047 -1.6809
H 0.7127 -1.3910 -0.3291
H -0.8964 1.9017 -0.2119
H -1.0674 1.4422 2.1255
H 0.1268 -1.3800 1.7089
H -0.7055 -0.7906 3.1497
H 0.8799 -0.1282 2.7238
```

Computed properties:
**Highest occupied orbital energy**: -0.337 Eh
**ΔE to the lowest compared entry with this formula, charge and spin**: 82.6 kcal/mol
**Frontier orbital gap**: 10.3 eV
**Strongest force on any atom**: 1.32 eV Å⁻¹
**SMILES**: C=C(C)[C@H]1O[C@H]1C.[H][H]
**Molecular weight**: 100.2 g mol⁻¹



Record 6
C5H10O | ωB97M-V with the def2-TZVPD basis set

Geometry as XYZ:
```
16
C5H10O | OMol25 | ωB97M-V with the def2-TZVPD basis set
C 2.2830 0.0831 0.2915
O 1.1932 -0.8106 0.6862
C 0.0552 -0.4009 0.2987
C -0.5209 0.9043 -0.0888
C -1.9239 0.2888 0.1504
C -1.2575 -1.1150 0.2851
H 2.1803 1.0102 0.8588
H 2.1349 0.2246 -0.8057
H 3.1984 -0.4358 0.5628
H 0.7621 -0.0001 -2.2084
H -0.1688 1.8529 0.3391
H -0.1655 0.8231 -1.1962
H -2.6375 0.3905 -0.6747
H -2.3651 0.6328 1.0870
H -1.5520 -1.8074 1.0858
H -1.2159 -1.6405 -0.6717
```

Computed properties:
**Highest occupied orbital energy**: -0.217 Eh
**ΔE to the lowest compared entry with this formula, charge and spin**: 143.8 kcal/mol
**Frontier orbital gap**: 5.7 eV
**Strongest force on any atom**: 1.71 eV Å⁻¹
**Molecular weight**: 86.1 g mol⁻¹



Record 7
C28H76N4O32S8 | ωB97M-V with the def2-TZVPD basis set

Geometry as XYZ:
```
148
C28H76N4O32S8 | OMol25 | ωB97M-V with the def2-TZVPD basis set
C -11.0945 -1.0107 27.6117
N -10.2981 -0.5612 28.7819
O -10.0341 -1.4461 29.5789
O -10.1882 0.6288 28.9833
H -11.9888 -1.5497 27.8972
H -10.4394 -1.6036 26.9719
H -11.2960 -0.1877 26.9295
C -4.8544 -4.6047 25.7147
N -5.0192 -3.5705 24.6485
O -5.6561 -2.5557 24.9195
O -4.6344 -3.8408 23.5331
H -4.2800 -5.4128 25.2808
H -5.8582 -4.8496 26.0520
H -4.3549 -4.1456 26.5652
C -14.0908 -1.5844 25.6115
N -14.3435 -0.3743 26.4449
O -15.3300 -0.4552 27.1511
O -13.6118 0.5796 26.3000
H -15.0004 -1.6391 25.0151
H -13.9674 -2.4993 26.1798
H -13.2581 -1.4166 24.9337
C -10.9966 -4.4685 27.6888
N -10.6385 -5.8502 28.0320
O -10.5676 -6.7100 27.1690
O -10.5423 -6.1070 29.2248
H -11.1586 -4.4230 26.6123
H -10.1660 -3.8136 27.9360
H -11.9315 -4.1573 28.1431
O -7.2883 1.5953 24.4976
S -7.8865 1.2513 25.7552
O -8.3859 -0.0702 26.0381
O -6.7999 1.6276 26.9366
C -7.2298 1.4200 28.2781
C -6.0507 1.6875 29.2156
C -9.1831 2.4955 26.0951
H -7.7181 0.4626 28.4631
H -8.0027 2.1586 28.5173
H -5.2282 0.9952 29.0532
H -6.4128 1.6189 30.2424
H -5.7078 2.7168 29.1131
H -10.0515 2.2253 25.4878
H -8.8658 3.4628 25.7099
H -9.5795 2.5615 27.1058
O -12.8797 -6.3539 22.9206
S -13.6691 -5.1914 22.6826
O -13.6075 -4.0706 23.6113
O -13.2956 -4.6374 21.2085
C -13.2019 -5.6516 20.1503
C -11.7197 -5.8219 19.8579
C -15.3295 -5.7423 22.4779
H -13.8944 -5.2908 19.3980
H -13.4483 -6.6493 20.5224
H -11.6415 -6.4414 18.9609
H -11.2208 -6.2312 20.7312
H -11.2106 -4.8824 19.6354
H -15.4138 -6.7252 22.9310
H -15.7391 -5.6669 21.4713
H -16.0348 -5.0713 22.9749
O -8.0391 -12.8022 23.5212
S -9.3226 -12.2397 23.2405
O -10.1972 -11.7268 24.2504
O -9.1474 -11.1442 22.0312
C -10.1661 -10.1463 21.8565
C -9.7682 -9.2335 20.6952
C -10.2725 -13.4970 22.2896
H -10.4131 -9.5665 22.7441
H -11.0796 -10.6981 21.6110
H -10.2035 -9.4096 19.7128
H -8.7015 -9.4033 20.5344
H -9.9333 -8.2033 20.9973
H -10.4424 -14.2695 23.0350
H -9.7459 -13.8063 21.3941
H -11.1935 -12.9866 22.0153
O -7.3927 -6.9872 20.6917
S -6.2035 -6.1804 20.6541
O -6.2441 -4.8954 21.3142
O -4.9646 -7.0068 21.3577
C -5.1732 -7.4596 22.6854
C -5.7700 -8.8703 22.7306
C -5.4853 -6.0843 19.0124
H -5.8920 -6.8702 23.2628
H -4.2432 -7.4730 23.2502
H -6.0019 -9.1804 23.7513
H -5.0990 -9.6242 22.3150
H -6.7013 -8.9341 22.1665
H -4.8744 -5.1979 18.8791
H -6.4165 -6.0406 18.4418
H -4.9959 -7.0077 18.7170
O -8.8834 -12.1462 28.7050
S -9.1989 -10.7684 28.4097
O -9.4188 -9.7532 29.4125
O -8.1096 -10.3264 27.3254
C -8.1246 -8.9593 26.8859
C -6.6697 -8.5254 26.7281
C -10.6588 -10.8014 27.3912
H -8.6586 -8.3030 27.5773
H -8.6911 -8.7945 25.9651
H -6.0224 -8.9733 27.4743
H -6.6388 -7.4351 26.7294
H -6.3794 -8.8613 25.7299
H -10.7801 -9.7877 27.0129
H -11.5307 -10.9789 28.0255
H -10.6559 -11.6724 26.7427
O -5.0865 -2.5369 18.4216
S -4.2050 -1.7525 19.2589
O -2.7881 -1.9754 19.3657
O -4.4841 -0.1574 18.8412
C -4.7147 0.1499 17.4838
C -5.2713 1.5967 17.4991
C -4.7886 -1.5562 20.9767
H -5.4926 -0.4616 17.0199
H -3.8071 0.1125 16.8786
H -6.0273 1.7687 18.2602
H -5.4659 1.8635 16.4617
H -4.4521 2.2363 17.8446
H -4.1484 -0.8079 21.4374
H -4.6543 -2.5141 21.4736
H -5.8185 -1.2126 21.0138
O -11.0545 -1.9063 22.5482
S -10.2278 -2.5133 23.5700
O -10.6761 -2.5785 24.9606
O -9.8218 -4.0275 23.1451
C -9.5884 -4.9512 24.2259
C -9.2233 -6.2824 23.5457
C -8.5606 -1.8088 23.3236
H -10.4901 -5.1640 24.8018
H -8.8508 -4.5721 24.9335
H -9.0441 -7.1099 24.2244
H -8.2944 -6.0739 23.0112
H -10.0013 -6.3449 22.7869
H -8.6578 -0.7305 23.2416
H -8.2837 -2.2628 22.3707
H -7.7726 -2.1338 24.0005
O -9.6147 1.0863 21.8866
S -10.9037 1.5256 22.3484
O -11.2511 1.2697 23.7386
O -11.0850 3.1087 22.0343
C -9.9572 3.9547 22.3929
C -10.5688 5.0578 23.2788
C -12.2271 0.8736 21.2353
H -9.6492 4.4275 21.4607
H -9.1793 3.3003 22.7850
H -9.8918 5.9021 23.4353
H -10.8724 4.7451 24.2741
H -11.3489 5.4479 22.6267
H -12.3978 1.4771 20.3466
H -13.0760 0.9847 21.9089
H -12.0905 -0.1556 20.9178
```

Computed properties:
**Highest occupied orbital energy**: -0.397 Eh
**ΔE to the lowest compared entry with this formula, charge and spin**: 0.0 kcal/mol
**Frontier orbital gap**: 10.8 eV
**Strongest force on any atom**: 2.79 eV Å⁻¹
**SMILES**: CCOS(C)(=O)=O.CCOS(C)(=O)=O.CCOS(C)(=O)=O.CCOS(C)(=O)=O.CCOS(C)(=O)=O.CCOS(C)(=O)=O.CCOS(C)(=O)=O.CCOS(C)(=O)=O.C[N+](=O)[O-].C[N+](=O)[O-].C[N+](=O)[O-].C[N+](=O)[O-]
**Molecular weight**: 1237.4 g mol⁻¹



Record 8
C6H8OS | ωB97M-V with the def2-TZVPD basis set

Geometry as XYZ:
```
16
C6H8OS | OMol25 | ωB97M-V with the def2-TZVPD basis set
C 1.7320 0.1122 -0.1157
C 1.1795 1.5453 0.2150
C -1.2227 0.4569 0.4700
C -1.9310 -0.6092 -0.3100
C -0.6043 -0.9282 0.2698
C 0.6538 -0.9578 -0.5074
H 1.9144 2.2353 -0.3155
H 1.3202 1.6589 1.2824
H -1.5326 0.6309 1.4967
H -2.8240 -1.0435 0.1791
H -1.9548 -0.3818 -1.3789
H -0.6681 -1.6182 1.1300
H 1.1331 -1.9374 -0.4594
H 0.4052 -0.8395 -1.5578
O 2.9194 -0.1580 -0.0271
S -0.5201 1.8341 -0.3713
```

Computed properties:
**Highest occupied orbital energy**: -0.322 Eh
**ΔE to the lowest compared entry with this formula, charge and spin**: 21.5 kcal/mol
**Frontier orbital gap**: 9.6 eV
**Strongest force on any atom**: 2.34 eV Å⁻¹
**SMILES**: O=C1CS[C@H]2C[C@H]2C1
**Molecular weight**: 128.2 g mol⁻¹



Record 9
C3H6O3 | ωB97M-V with the def2-TZVPD basis set

Geometry as XYZ:
```
12
C3H6O3 | OMol25 | ωB97M-V with the def2-TZVPD basis set
C -1.0758 1.4872 -0.3123
C -0.8081 0.0416 0.5127
C 0.6708 -0.1966 0.1182
H -2.1364 1.8124 -0.1023
H -0.2034 2.2122 -0.1729
H -0.8846 1.4452 -1.4756
H -1.0659 0.1048 1.5725
H -0.7073 -1.8440 -0.2262
H 2.3465 0.7935 -0.0949
O -1.4051 -1.2285 -0.0644
O 1.4885 0.9232 0.1849
O 1.1578 -1.2594 -0.2971
```

Computed properties:
**Highest occupied orbital energy**: -0.394 Eh
**ΔE to the lowest compared entry with this formula, charge and spin**: 43.1 kcal/mol
**Frontier orbital gap**: 11.4 eV
**Strongest force on any atom**: 4.70 eV Å⁻¹
**SMILES**: C[C@@H](O)C(=O)O
**Molecular weight**: 90.1 g mol⁻¹



Record 10
C4H11N3O2 | ωB97M-V with the def2-TZVPD basis set

Geometry as XYZ:
```
20
C4H11N3O2 | OMol25 | ωB97M-V with the def2-TZVPD basis set
C 3.0018 -1.6936 -0.2916
C 1.7248 -1.0547 0.0119
O 0.6957 -1.7227 0.1094
O 2.0138 0.2523 -0.0306
H 3.4243 -1.1782 -1.0832
H 2.8690 -2.7260 -0.3474
H 3.8684 -1.5354 0.5130
C -2.8177 -0.3177 -0.4244
C -1.1058 1.1252 0.3250
N -1.9210 0.0049 0.6080
N -1.1570 1.7996 -1.0314
N -0.3728 1.6333 1.2226
H -1.3744 -0.8283 0.9814
H -2.2503 -0.8842 -1.1718
H -3.4098 0.4499 -0.9252
H -1.1224 1.1310 -1.7895
H -2.0669 2.4095 -1.2407
H 1.1550 0.9169 0.0498
H 0.0235 2.6601 0.9297
H -3.4560 -1.0710 0.1335
```

Computed properties:
**Highest occupied orbital energy**: -0.334 Eh
**ΔE to the lowest compared entry with this formula, charge and spin**: 65.3 kcal/mol
**Frontier orbital gap**: 9.7 eV
**Strongest force on any atom**: 4.99 eV Å⁻¹
**SMILES**: [H]/N=C(\N)NC.CC(=O)O
**Molecular weight**: 133.2 g mol⁻¹



Record 11
C5H13N2O | ωB97M-V with the def2-TZVPD basis set

Geometry as XYZ:
```
21
C5H13N2O | OMol25 | ωB97M-V with the def2-TZVPD basis set
O 0.5696 1.5998 -0.9065
C 0.3489 0.5055 -1.3643
N 0.3275 0.1627 -2.6594
C 0.0642 -1.1334 -3.2679
C 0.0403 -0.6675 -0.3180
N -0.5493 0.0870 0.9148
C 0.2027 0.1626 2.1579
C -0.3349 1.0585 3.2345
H 0.7099 0.8870 -3.2984
H 0.9632 -1.7645 -3.1260
H -0.7067 -1.7399 -2.7003
H -0.2554 -0.8952 -4.2874
H -0.4988 -1.5086 -0.6643
H 1.0587 -0.9722 -0.0791
H -1.4658 -0.3631 1.0397
H -0.6530 1.0544 0.4902
H 0.5043 -0.9022 2.4732
H 1.2764 0.4475 1.8499
H -0.6770 2.1075 2.8272
H 0.3526 1.2135 4.0706
H -1.2773 0.6608 3.6136
```

Computed properties:
**Highest occupied orbital energy**: -0.515 Eh
**ΔE to the lowest compared entry with this formula, charge and spin**: 35.4 kcal/mol
**Frontier orbital gap**: 11.0 eV
**Strongest force on any atom**: 5.02 eV Å⁻¹
**SMILES**: CC[NH2+]CC(=O)NC
**Molecular weight**: 117.2 g mol⁻¹
**Total charge**: +1



Record 12
C5H12O | ωB97M-V with the def2-TZVPD basis set

Geometry as XYZ:
```
18
C5H12O | OMol25 | ωB97M-V with the def2-TZVPD basis set
C -0.6871 1.3125 -2.1310
C 0.5395 1.4094 -1.1761
C 0.5869 2.7711 -0.4754
H -1.3258 2.1436 -1.8545
H -1.1308 0.3203 -2.1931
H -0.3515 1.4300 -3.1675
H 1.4722 1.3073 -1.7270
H 0.4460 0.6050 -0.4454
H 0.5534 3.5187 -1.2885
H -0.2971 3.0171 0.1046
H 1.5629 2.9217 -0.0301
C -0.5834 -3.1677 1.2661
C -0.2324 -2.4942 2.3406
O 0.7371 -2.8408 3.2627
H -1.4422 -2.8254 0.7048
H -0.0982 -4.0113 0.7973
H -0.7271 -1.6555 2.8155
H 0.9776 -3.7618 3.1970
```

Computed properties:
**Highest occupied orbital energy**: -0.343 Eh
**ΔE to the lowest compared entry with this formula, charge and spin**: 38.0 kcal/mol
**Frontier orbital gap**: 10.3 eV
**Strongest force on any atom**: 2.00 eV Å⁻¹
**SMILES**: C=CO.CCC
**Molecular weight**: 88.1 g mol⁻¹